[1]
C9H19BN5O6P2 | wB97M-V/def2-TZVPD

Atoms and positions in Å:
N: -3.747701 2.364235 3.004474
C: -3.371751 0.930765 2.905773
C: -3.214346 0.521793 1.431284
C: -2.542997 -0.853200 1.193305
C: -1.068672 -0.719440 0.876529
N: -0.869058 -0.032353 -0.222241
N: 0.389714 0.170821 -0.570229
P: 0.624646 1.185121 -2.063147
O: -0.711396 1.481461 -2.538004
O: 1.464847 0.417060 -3.152084
O: 1.317834 2.543863 -1.688393
C: 1.383843 -0.303510 0.156204
P: 3.113478 0.128749 -0.479360
O: 3.670352 -1.314943 -1.039841
O: 3.968972 0.494703 0.846173
C: 1.221601 -1.060351 1.296226
C: -0.072481 -1.297079 1.711672
B: -0.262040 -2.149950 3.070732
N: -1.311624 -1.956253 4.044124
O: 0.666263 -3.128972 3.321006
H: -4.280539 2.561259 2.161453
H: -2.883241 2.875491 2.850977
H: -4.154921 0.326635 3.358914
H: -2.402291 0.809327 3.389915
H: -2.647223 1.311519 0.936552
H: -4.169190 0.501747 0.909201
H: -2.743221 -1.592747 1.955540
H: -2.974603 -1.244457 0.270298
H: 1.473359 -0.539240 -3.014250
H: 0.577577 3.154437 -1.542207
H: 2.939098 -1.947067 -1.029123
H: 3.441632 0.514242 1.655506
H: 2.059801 -1.459924 1.847251
H: -1.648282 -0.999690 4.048701
H: -2.100603 -2.575923 3.895488
H: 1.301356 -2.833029 3.981800
C: 3.060232 0.945784 -5.951224
C: 2.664731 -0.016357 -6.975089
N: 2.355835 -0.780609 -7.778273
H: 2.293067 0.997311 -5.183352
H: 4.000597 0.637588 -5.497526
H: 3.187346 1.931184 -6.394755

Atomic forces in eV per Å
0.5 -0.7 -0.3
-0.3 0.6 -1.0
0.1 -0.3 0.3
0.0 0.3 -1.0
-1.5 -0.6 1.3
0.4 0.3 -0.5
0.5 -0.4 0.5
-2.1 1.5 -2.1
-0.7 -0.4 0.4
0.6 -0.2 1.5
1.0 -0.8 0.7
2.7 -0.2 -0.2
0.8 1.4 -1.7
-1.0 0.3 0.8
-0.9 -0.7 0.2
-1.2 -0.1 0.2
0.6 0.3 -0.1
-0.7 -0.6 0.9
0.4 0.9 -1.0
0.5 0.6 -1.0
-0.4 0.2 0.2
-0.1 0.3 0.2
0.2 -0.1 0.3
-0.1 -0.1 0.4
0.2 -0.1 -0.1
-0.2 0.1 0.3
0.0 0.1 0.3
-0.1 -0.1 0.0
0.2 -0.1 -0.4
0.1 0.3 -0.1
0.5 -0.6 0.0
0.4 0.0 0.3
0.2 0.0 -0.1
-0.5 -0.1 0.0
0.1 -0.3 0.7
-0.1 -0.6 0.5
0.0 0.0 -0.1
-0.1 -0.3 -0.3
0.1 0.3 0.4
0.0 0.1 -0.1
0.0 0.0 0.0
0.0 0.0 0.0

Values from the calculation:
Frontier orbital gap = 6.5656 eV
Maximum force = 3.3 eV Å⁻¹
Relative energy (zero: lowest compared OMol25 entry of this formula, charge and spin) = 0.00 kJ/mol
LUMO level = -5.9 eV
Highest occupied orbital energy = -12.469 eV
Charge = +1

Here are the Mulliken charges for atoms 1 to 8, given in e: atom 1 (N): -0.64, atom 2 (C): -0.45, atom 3 (C): -0.67, atom 4 (C): -0.78, atom 5 (C): -0.25, atom 6 (N): -0.90, atom 7 (N): 0.81, atom 8 (P): 0.58

=====

[2]
C3H10SSi | wB97M-V/def2-TZVPD

Atoms and positions in Å:
C: 1.131110 0.463509 0.751274
C: 2.127103 0.149894 -1.451481
C: 1.293015 0.939864 -0.462450
Si: -2.870916 -0.625889 0.966543
S: -1.030509 -1.256130 -0.026185
H: 1.340888 -0.597813 0.984223
H: 0.771326 1.019377 1.601810
H: -0.896925 0.016918 0.002324
H: 2.816803 0.792408 -1.927039
H: 1.411833 -0.228365 -2.260349
H: 2.591281 -0.800914 -1.091348
H: 1.338088 1.976146 -0.757520
H: -3.472561 0.441380 0.189153
H: -2.561143 -0.682386 2.418063
H: -3.989397 -1.608004 1.062980

Atomic forces in eV per Å
-0.8 -4.3 10.1
-2.1 -1.4 0.0
2.2 2.6 -10.3
-0.2 -2.1 0.5
-1.6 -1.8 0.1
0.0 0.9 -0.2
0.1 0.2 0.1
0.7 2.0 -0.4
1.0 0.5 -0.7
0.8 0.4 0.6
-0.2 0.9 0.2
-0.4 0.4 0.6
0.2 0.8 0.2
0.1 1.0 -0.1
0.3 -0.2 -0.5

Values from the calculation:
Frontier orbital gap (alpha / beta) = 6.0984 / 7.6524 eV
Maximum force = 11.0 eV Å⁻¹
Spin multiplicity = 3
Relative energy (zero: lowest compared OMol25 entry of this formula, charge and spin) = 132.07 kJ/mol
LUMO level (alpha / beta) = 0.9 / -1.9 eV
Highest occupied orbital energy (alpha / beta) = -5.230 / -9.596 eV

Here are the Mulliken charges for atoms 1 to 8, given in e: atom 1 (C): -1.24, atom 2 (C): -0.88, atom 3 (C): 0.08, atom 4 (Si): 0.38, atom 5 (S): -0.19, atom 6 (H): 0.39, atom 7 (H): 0.39, atom 8 (H): 0.15

=====

[3]
C36H35CoN5Sb | wB97M-V/def2-TZVPD

Atoms and positions in Å:
Co: -1.027883 -0.556793 -0.175357
C: -4.121210 0.639645 0.864176
C: -4.155978 -0.672096 0.148103
C: -5.398164 -1.224214 -0.116841
C: -5.506843 -2.439693 -0.747445
C: -4.320742 -3.090250 -1.086885
C: -3.098022 -2.504970 -0.832285
N: -2.997829 -1.292230 -0.223209
Sb: -1.329197 -3.735083 -1.264231
C: -0.362543 -2.245588 -2.483047
C: 0.128142 -2.723156 -3.654097
C: 0.663074 -1.855919 -4.599653
C: 0.723102 -0.511641 -4.254722
C: 0.208538 -0.075344 -3.021730
C: 0.324471 1.401294 -2.749580
N: -0.339859 -0.925277 -2.147637
C: -0.339692 -3.298218 0.581948
C: 0.230621 -4.385614 1.192337
C: 0.977430 -4.215314 2.367179
C: 1.159322 -2.948659 2.851131
C: 0.551744 -1.892499 2.168283
C: 0.783641 -0.502390 2.732889
N: -0.154188 -2.033810 1.049667
H: -5.139751 0.934555 1.085049
H: -3.681930 1.465006 0.293074
H: -3.594741 0.541985 1.794298
H: -6.270385 -0.652205 0.162034
H: -6.460112 -2.913004 -0.947558
H: -4.313558 -4.032666 -1.604607
H: 0.033119 -3.772040 -3.863962
H: 0.988235 -2.227426 -5.551145
H: 1.115807 0.257879 -4.908737
H: 1.223407 1.809272 -3.196358
H: 0.354797 1.553120 -1.664265
H: -0.543837 1.945082 -3.173134
H: 0.078904 -5.382305 0.772511
H: 1.443607 -5.087174 2.855673
H: 1.683508 -2.781643 3.783726
H: 1.821177 -0.434163 3.076270
H: 0.132890 -0.394128 3.620163
H: 0.604070 0.297371 2.016621
C: -2.502948 5.253640 2.207147
C: -2.101908 3.949264 1.603465
C: -1.848557 2.857747 2.417782
C: -1.422887 1.655633 1.872595
N: -1.286806 1.439749 0.545405
C: -1.531389 2.493605 -0.239174
C: -1.908412 3.731974 0.226771
H: -1.947132 5.408355 3.133896
H: -3.591978 5.214432 2.461422
H: -2.300604 6.071289 1.540034
H: -1.985159 2.960999 3.493660
H: -1.237617 0.817233 2.534839
H: -1.426427 2.344076 -1.288561
H: -2.106395 4.514740 -0.505614
C: 4.520852 -2.849888 0.594178
C: 4.694872 -1.570776 1.172096
C: 3.837021 -0.558925 0.877924
C: 2.703547 -0.782828 0.079267
C: 2.527205 -2.043983 -0.477633
C: 3.442324 -3.056666 -0.261335
N: 1.783639 0.207335 -0.115550
C: 2.313332 1.481988 -0.263708
C: 1.825585 2.533854 0.513160
C: 2.324571 3.819343 0.345169
C: 3.309658 4.028731 -0.604898
C: 3.789579 2.990119 -1.405371
C: 3.285965 1.716532 -1.223374
H: 5.256199 -3.596748 0.821414
H: 5.485247 -1.420971 1.888739
H: 3.995560 0.444717 1.263597
H: 1.683324 -2.209408 -1.131395
H: 3.271551 -3.995582 -0.760356
H: 1.069711 2.380073 1.280057
H: 1.995067 4.658601 0.943188
H: 3.759694 5.027667 -0.700547
H: 4.563446 3.154281 -2.139608
H: 3.687130 0.890099 -1.847326

Atomic forces in eV per Å
0.4 0.3 0.1
-0.3 0.2 -0.4
0.8 0.0 -0.4
-0.3 0.0 -0.1
0.5 -0.5 -0.1
0.0 0.1 -0.2
0.3 0.2 0.4
-0.6 0.0 0.0
-0.7 0.3 0.0
-0.6 0.5 1.0
0.1 -0.2 -0.8
0.0 1.0 0.5
-0.3 -0.6 0.0
0.5 0.3 -0.7
-0.9 -0.2 0.6
0.0 -0.1 0.1
0.2 0.3 -0.2
0.0 -0.5 0.3
0.4 -0.9 -0.1
-0.6 -0.3 -0.1
0.8 1.4 0.4
-0.1 -0.5 0.3
-0.4 -0.4 0.0
-0.1 0.0 0.1
-0.1 -0.4 0.0
0.2 0.0 0.4
-0.1 -0.1 0.1
0.0 0.2 0.0
-0.3 -0.3 0.0
0.1 -0.3 -0.1
0.2 0.0 -0.3
0.1 -0.3 -0.1
0.1 0.0 0.0
0.1 0.2 -0.5
0.4 -0.3 0.1
0.1 0.3 0.2
-0.3 0.5 -0.2
0.1 0.2 -0.2
-0.2 0.1 0.0
0.3 0.1 -0.3
0.1 -0.3 0.1
-0.7 -0.4 0.3
0.4 -0.1 -0.7
0.2 -0.5 0.2
-0.4 0.1 0.0
0.3 -0.2 0.7
0.0 0.1 0.2
-0.4 0.5 0.3
-0.1 0.0 0.0
0.8 0.2 -0.2
-0.1 0.4 -0.3
0.1 -0.2 -0.2
-0.1 0.1 -0.2
-0.1 -0.1 -0.5
0.1 -0.1 0.3
-0.1 1.1 0.2
0.2 -1.3 0.0
-0.1 0.9 0.0
0.2 0.2 -0.1
-0.2 -0.5 -0.2
0.1 0.1 0.2
-0.5 -0.3 -0.2
-0.4 0.0 0.6
-0.4 0.7 0.2
0.3 -0.4 -0.2
0.8 0.8 -0.4
-0.3 0.1 0.4
1.1 -0.4 -0.8
0.0 -0.4 -0.1
0.3 0.1 -0.1
0.0 -0.2 0.1
0.0 0.0 0.0
0.2 -0.3 0.0
0.2 -0.2 -0.2
-0.1 -0.2 0.1
-0.3 -0.5 -0.1
0.0 0.1 0.0
-0.5 0.5 0.6

Values from the calculation:
Frontier orbital gap (alpha / beta) = 7.5806 / 7.0376 eV
Maximum force = 1.7 eV Å⁻¹
Spin multiplicity = 5
Relative energy (zero: lowest compared OMol25 entry of this formula, charge and spin) = 29.80 kJ/mol
LUMO level (alpha / beta) = -5.3 / -6.3 eV
Highest occupied orbital energy (alpha / beta) = -12.841 / -13.346 eV
Charge = +2

Here are the Mulliken charges for atoms 1 to 8, given in e: atom 1 (Co): 0.72, atom 2 (C): -1.23, atom 3 (C): 0.79, atom 4 (C): -0.62, atom 5 (C): -0.65, atom 6 (C): -0.76, atom 7 (C): -0.10, atom 8 (N): 0.12

=====

Question: The lowest maximum force belongs to which entry?
Answer: C36H35CoN5Sb

=====

Question: Which of these has the lowest maximum force?
Answer: C36H35CoN5Sb

=====

Question: relative energy (zero: lowest compared OMol25 entry of this formula, charge and spin) of number 2 (C3H10SSi)?
Answer: 132.07 kJ/mol

=====

Question: The highest maximum force belongs to which entry?
Answer: C3H10SSi